# 1
# C3H5ClN2

A cluster of 2 separate species, C3H5ClN2 in total (wB97M-V/def2-TZVPD, the Open Molecules 2025 dataset).

Properties
**Lowest unoccupied orbital energy**: 0.6 eV
**ΔE to the lowest compared entry with this formula, charge and spin**: 78.6 kcal per mole
**DFT total energy**: -18690.704 eV
**F_max**: 4.974 eV/Å
**SMILES**: C=C=N.C=NCl

```
! wB97M-V def2-TZVPD RIJCOSX def2/J DEFGRID3
* xyz 0 1
C -0.783 -0.776 -1.043
C -1.507 -1.300 -0.063
N -2.313 -1.805 0.725
H -0.421 -1.244 -1.988
H -0.259 0.111 -0.926
H -2.020 -2.465 1.424
C 1.606 1.067 0.638
N 1.262 -0.132 0.492
Cl 2.460 -1.262 -0.091
H 2.574 1.544 0.517
H 0.898 1.712 0.854
*
```

# 2
# C3H5ClN2OS

A structure of composition C3H5ClN2OS (wB97M-V/def2-TZVPD, the Open Molecules 2025 dataset).

Properties
**Lowest unoccupied orbital energy**: -0.8 eV
**ΔE to the lowest compared entry with this formula, charge and spin**: 103.0 kcal per mole
**DFT total energy**: -31572.692 eV
**F_max**: 6.967 eV/Å

```
! wB97M-V def2-TZVPD RIJCOSX def2/J DEFGRID3
* xyz 0 1
C 0.046 0.147 0.291
C -1.145 0.668 1.001
C -0.736 -0.480 -0.967
H 2.998 -0.666 0.408
H 1.635 -1.651 -0.199
H -2.381 0.542 0.459
H -1.225 1.875 1.599
H 0.746 1.207 -2.166
N 2.123 -0.605 -0.151
N 1.305 0.103 0.659
O -1.800 -1.089 -0.936
S -0.292 0.317 -2.631
Cl -1.272 -0.367 2.635
*
```

# 3
# C3H5ClN2OS

The molecule C3H5ClN2OS (wB97M-V/def2-TZVPD, the Open Molecules 2025 dataset).

Properties
**Lowest unoccupied orbital energy**: 0.6 eV
**ΔE to the lowest compared entry with this formula, charge and spin**: 103.7 kcal per mole
**DFT total energy**: -31572.660 eV
**F_max**: 3.800 eV/Å
**SMILES**: CON1NSC=C1Cl

```
! wB97M-V def2-TZVPD RIJCOSX def2/J DEFGRID3
* xyz 0 1
C 1.585 -1.595 0.067
O 0.326 -0.836 0.460
N 0.231 0.569 0.270
N -0.372 1.178 1.332
S -2.146 1.387 1.124
C -1.930 1.291 -0.605
C -0.675 0.923 -0.931
Cl -0.078 0.490 -2.477
H 2.517 -1.271 0.521
H 1.914 -1.612 -0.942
H 1.323 -2.600 0.414
H -0.057 0.657 2.145
H -2.638 1.418 -1.378
*
```

# 4
# C3H5ClN4

The molecule C3H5ClN4 (wB97M-V/def2-TZVPD, the Open Molecules 2025 dataset).

Properties
**Lowest unoccupied orbital energy**: 0.8 eV
**ΔE to the lowest compared entry with this formula, charge and spin**: 32.5 kcal per mole
**DFT total energy**: -21673.961 eV
**F_max**: 0.587 eV/Å
**SMILES**: Nc1cc(Cl)nn1N

```
! wB97M-V def2-TZVPD RIJCOSX def2/J DEFGRID3
* xyz 0 1
N 1.460 1.252 0.111
C 0.226 0.641 0.049
C -1.066 1.116 0.035
C -1.847 -0.051 0.042
Cl -3.570 -0.108 0.029
N -1.152 -1.151 0.029
N 0.125 -0.709 0.039
N 1.221 -1.565 0.017
H 2.223 0.628 -0.139
H 1.490 2.135 -0.369
H -1.405 2.140 0.046
H 1.084 -2.220 -0.755
H 1.210 -2.108 0.866
*
```

# 5
# C3H5ClNO

A cluster of 3 separate species, C3H5ClNO in total (wB97M-V/def2-TZVPD, the Open Molecules 2025 dataset).

Properties
**Lowest unoccupied orbital energy (alpha / beta)**: 3.4 / 2.1 eV
**ΔE to the lowest compared entry with this formula, charge and spin**: 42.4 kcal per mole
**DFT total energy**: -19246.172 eV
**F_max**: 4.211 eV/Å

```
! wB97M-V def2-TZVPD RIJCOSX def2/J DEFGRID3
* xyz -1 3
C -0.272 1.953 0.647
C -1.505 1.590 0.537
C -0.134 -1.187 -0.844
N -1.112 -0.853 0.159
O -1.436 -1.794 0.855
Cl 2.691 -0.302 0.464
H 0.667 1.352 0.668
H 0.334 2.950 0.822
H -0.494 -0.915 -1.818
H 0.816 -0.565 -0.708
H 0.445 -2.231 -0.782
*
```

# 6
# C3H5ClS

The molecule C3H5ClS (wB97M-V/def2-TZVPD, the Open Molecules 2025 dataset).

Properties
**Lowest unoccupied orbital energy**: 0.3 eV
**ΔE to the lowest compared entry with this formula, charge and spin**: 60.8 kcal per mole
**DFT total energy**: -26546.335 eV
**F_max**: 4.480 eV/Å
**SMILES**: S[C@H]1C[C@@H]1Cl

```
! wB97M-V def2-TZVPD RIJCOSX def2/J DEFGRID3
* xyz 0 1
S 2.055 -0.855 -0.220
C 0.305 -0.607 0.349
C -0.188 0.802 -0.101
C -0.906 -0.432 -0.507
Cl -2.536 -0.813 -0.052
H 2.190 0.261 0.957
H 0.324 -0.827 1.434
H -0.737 1.542 0.638
H -0.064 1.472 -1.028
H -0.444 -0.545 -1.469
*
```

# 7
# C3H5ClS2

A cluster of 2 separate species, C3H5ClS2 in total (wB97M-V/def2-TZVPD, the Open Molecules 2025 dataset).

Properties
**Lowest unoccupied orbital energy**: -0.8 eV
**ΔE to the lowest compared entry with this formula, charge and spin**: 27.7 kcal per mole
**DFT total energy**: -37383.450 eV
**F_max**: 4.772 eV/Å
**SMILES**: C=CC(=S)S.Cl

```
! wB97M-V def2-TZVPD RIJCOSX def2/J DEFGRID3
* xyz 0 1
C 0.403 1.226 0.916
C -0.470 0.493 0.300
C -0.812 -0.813 0.783
S -1.608 -1.942 -0.105
S -0.257 -1.198 2.414
H 0.782 2.129 0.632
H 0.982 0.929 1.869
H -0.986 1.029 -0.562
H -0.327 -2.505 2.203
Cl 1.352 0.118 -3.671
H 0.943 0.535 -4.780
*
```

# 8
# C3H5ClSi

A cluster of 2 separate species, C3H5ClSi in total (wB97M-V/def2-TZVPD, the Open Molecules 2025 dataset).

Properties
**Lowest unoccupied orbital energy (alpha / beta)**: -0.6 / -0.1 eV
**ΔE to the lowest compared entry with this formula, charge and spin**: 125.0 kcal per mole
**DFT total energy**: -23585.740 eV
**F_max**: 2.546 eV/Å

```
! wB97M-V def2-TZVPD RIJCOSX def2/J DEFGRID3
* xyz 0 1
C 4.038 0.169 -1.368
C 3.095 0.175 -0.610
C -3.153 0.242 -0.685
Si 1.694 -0.234 0.432
Cl -2.382 -1.042 0.115
H 4.850 -0.151 -1.902
H -4.169 -0.174 -1.052
H -2.789 1.298 -0.427
H 0.846 0.759 1.066
H 1.452 -1.793 0.380
*
```

# 9
# C3H5CuO3

A structure of composition C3H5CuO3 (wB97M-V/def2-TZVPD, the Open Molecules 2025 dataset).

Properties
**Lowest unoccupied orbital energy (alpha / beta)**: 0.6 / -2.5 eV
**ΔE to the lowest compared entry with this formula, charge and spin**: 65.6 kcal per mole
**DFT total energy**: -53967.304 eV
**F_max**: 7.040 eV/Å

```
! wB97M-V def2-TZVPD RIJCOSX def2/J DEFGRID3
* xyz 0 3
H 1.417 -2.268 -0.388
O -0.853 -1.071 -0.250
C 0.437 -1.006 -0.766
C -1.124 0.090 0.536
O 1.394 -1.393 0.281
O 0.708 0.452 -0.811
C -0.402 1.168 -0.249
H -0.719 -0.018 1.554
H -2.208 0.234 0.586
H -0.033 1.994 0.371
H -1.020 1.568 -1.064
Cu 2.402 0.249 0.200
*
```

# 10
# C3H5CuO4

A structure of composition C3H5CuO4 (wB97M-V/def2-TZVPD, the Open Molecules 2025 dataset).

Properties
**Lowest unoccupied orbital energy (alpha / beta)**: 3.2 / 3.2 eV
**ΔE to the lowest compared entry with this formula, charge and spin**: 5.4 kcal per mole
**DFT total energy**: -56021.617 eV
**F_max**: 2.769 eV/Å

```
! wB97M-V def2-TZVPD RIJCOSX def2/J DEFGRID3
* xyz -1 2
O 1.285 0.623 -0.992
C 1.646 -0.337 -0.293
C -1.083 0.607 0.089
O 2.815 -0.632 0.075
O 0.686 -1.014 0.392
C -0.655 -0.847 -0.053
Cu 4.444 0.096 0.158
H -1.124 1.104 -0.891
H -0.565 1.080 0.939
H -0.734 -1.167 -1.099
H -1.272 -1.486 0.592
O -2.544 0.541 0.543
H -2.897 1.433 0.540
*
```

# 11
# C3H5F

The molecule C3H5F (wB97M-V/def2-TZVPD, the Open Molecules 2025 dataset).

Properties
**Lowest unoccupied orbital energy**: 1.1 eV
**ΔE to the lowest compared entry with this formula, charge and spin**: 16.1 kcal per mole
**DFT total energy**: -5907.934 eV
**F_max**: 4.076 eV/Å
**SMILES**: C=C(C)F

```
! wB97M-V def2-TZVPD RIJCOSX def2/J DEFGRID3
* xyz 0 1
C 1.294 0.846 -0.982
C 1.005 -0.138 -0.137
C -0.461 -1.043 -0.115
F 1.758 -0.413 0.941
H 2.247 1.260 -0.934
H 0.537 1.071 -1.844
H -1.115 -0.727 0.792
H -0.896 -0.836 -1.126
H -0.076 -2.076 0.117
*
```

# 12
# C3H5F

A cluster of 2 separate species, C3H5F in total (wB97M-V/def2-TZVPD, the Open Molecules 2025 dataset).

Properties
**Lowest unoccupied orbital energy (alpha / beta)**: 0.1 / -0.6 eV
**ΔE to the lowest compared entry with this formula, charge and spin**: 142.0 kcal per mole
**DFT total energy**: -5902.474 eV
**F_max**: 6.462 eV/Å

```
! wB97M-V def2-TZVPD RIJCOSX def2/J DEFGRID3
* xyz 0 1
C -0.759 0.388 0.128
C -0.554 1.803 -1.566
C 0.292 -0.662 0.382
F -1.697 2.495 -1.586
H -1.890 0.110 0.188
H 0.246 2.349 -1.262
H 1.347 -0.468 0.664
H -0.015 -1.384 1.123
H 0.508 -1.130 -0.542
*
```